Record 1
89
Properties=species:S:1:pos:R:3:forces:R:3 method="wB97M-V/def2-TZVPD" charge=-1 spin_multiplicity=1 relative_energy_kcal_mol=107.3 gap_ha=0.3102 fmax_ha_per_bohr=0.0868
As 10.825 -2.149 41.955 -0.82 0.78 2.02
F 11.450 -3.797 42.163 -0.37 0.97 -1.05
F 11.521 -2.025 40.286 -0.72 -0.46 1.17
F 10.228 -0.451 41.732 0.51 -1.30 -0.06
F 10.076 -2.225 43.577 1.06 0.21 -2.38
F 12.381 -1.534 42.586 -1.54 -0.40 -0.77
F 9.222 -2.770 41.333 1.68 0.52 -0.03
Cl 6.558 -2.977 38.014 0.69 -0.72 -1.01
C 5.853 -1.772 39.008 -0.96 1.64 0.91
C 5.782 -2.208 40.446 -0.61 -1.58 -0.21
Cl 4.757 -3.731 40.527 -0.19 0.21 0.08
H 4.861 -1.500 38.647 -0.14 -0.43 -0.09
H 6.381 -0.821 38.949 0.55 -0.15 0.00
H 5.235 -1.518 41.088 0.66 0.10 0.01
H 6.732 -2.625 40.781 0.09 0.86 0.32
Cl 10.978 -6.605 38.193 -0.36 0.13 -0.13
C 11.219 -4.835 38.226 0.98 0.45 -0.26
C 12.172 -4.381 37.106 -0.98 -0.85 0.23
Cl 13.670 -5.331 37.170 0.40 0.33 -0.14
H 11.673 -4.624 39.193 -0.43 0.21 0.00
H 10.277 -4.318 38.045 -0.07 -0.19 0.46
H 12.378 -3.312 37.165 0.10 -0.16 0.13
H 11.666 -4.621 36.172 0.32 0.16 -0.18
C 10.042 -6.884 43.774 0.00 0.49 0.20
C 11.036 -6.049 44.660 -0.47 -0.87 -1.26
C 12.470 -6.138 44.182 0.48 -1.05 -0.29
O 10.664 -4.713 44.525 -0.66 -0.33 1.30
H 9.970 -7.966 43.890 0.83 -0.19 -0.10
H 10.229 -6.574 42.747 0.05 -0.43 -0.29
H 9.008 -6.593 43.964 0.06 0.53 0.33
H 10.973 -6.477 45.661 -0.21 0.84 0.46
H 13.158 -5.457 44.683 -0.55 0.06 0.13
H 12.501 -5.938 43.111 0.08 0.19 -0.09
H 12.880 -7.139 44.312 0.04 -0.30 0.03
H 10.664 -4.536 43.582 0.04 0.32 0.09
O 7.792 -0.955 45.048 -1.51 0.46 -0.53
C 6.940 -0.528 44.279 1.49 -0.55 1.41
N 5.629 -0.430 44.502 -1.98 -0.25 1.36
C 7.245 -0.072 42.948 1.80 1.53 -2.49
H 5.026 0.030 43.834 0.15 -0.30 0.40
H 5.272 -0.763 45.386 -0.13 0.14 -0.15
H 6.535 0.541 42.392 -0.92 -0.61 0.10
H 7.585 -0.926 42.362 0.22 0.26 -0.18
H 8.027 0.686 42.996 0.77 -0.58 0.15
O 10.847 -0.079 45.213 0.66 2.67 -0.28
C 11.408 1.020 45.029 -2.11 -3.83 0.14
N 12.514 1.291 45.737 1.35 0.97 0.86
C 10.908 2.019 44.042 0.87 0.54 -0.08
H 13.157 2.038 45.517 -0.33 -0.08 0.17
H 12.649 0.744 46.575 0.16 -0.05 -0.43
H 11.093 1.628 43.041 -0.41 -0.07 -0.03
H 11.517 2.917 44.146 -0.22 0.31 -0.16
H 9.862 2.251 44.240 0.08 -0.20 -0.19
O 14.156 2.202 41.126 0.75 2.96 0.63
C 14.009 1.021 40.999 1.60 -0.41 2.22
N 13.211 0.580 40.093 -2.54 -2.15 -2.97
C 14.657 0.073 41.962 0.03 -0.19 1.04
H 12.623 1.261 39.634 0.20 -0.07 -0.06
H 13.002 -0.395 39.937 -0.07 0.10 0.31
H 14.457 -0.990 41.829 0.39 0.15 -0.30
H 14.220 0.305 42.934 -0.57 -0.03 0.03
H 15.683 0.352 42.201 0.26 -0.26 -0.80
O 9.096 1.969 37.528 -0.86 0.90 -2.57
C 9.400 1.166 38.368 -0.14 -1.31 -1.61
N 9.530 1.652 39.578 0.34 -0.02 2.93
C 9.530 -0.330 38.057 -0.31 1.04 0.99
H 9.035 2.527 39.676 0.60 0.04 0.34
H 9.921 1.158 40.368 -0.37 -0.16 0.10
H 9.897 -0.788 38.975 0.50 -0.62 -0.52
H 10.054 -0.470 37.111 0.36 -0.12 0.42
H 8.522 -0.713 37.898 -0.11 0.10 0.01
O 7.804 -4.100 45.385 -0.80 -1.35 1.44
C 6.993 -4.731 44.726 0.85 0.92 0.77
N 6.879 -4.286 43.468 -1.03 -0.18 -2.50
C 6.090 -5.910 45.180 0.53 0.51 -0.40
H 7.523 -3.566 43.173 0.27 -0.08 0.37
H 6.401 -4.743 42.704 -0.15 -0.17 0.38
H 5.861 -5.833 46.243 0.14 0.06 -0.13
H 6.599 -6.853 44.983 0.23 0.01 0.15
H 5.168 -5.960 44.600 -0.07 0.25 0.03
O 12.551 -2.669 45.257 0.64 -0.11 0.18
C 13.759 -2.627 45.150 -2.46 -0.39 -1.15
N 14.517 -1.876 45.959 1.90 0.85 1.05
C 14.508 -3.349 44.054 0.29 0.23 -0.15
H 14.124 -1.310 46.698 -0.17 -0.44 -0.23
H 15.517 -2.014 45.953 -0.23 0.24 0.05
H 13.946 -3.459 43.127 -0.43 0.07 0.42
H 14.743 -4.347 44.423 0.50 0.11 -0.16
H 15.374 -2.741 43.793 0.44 -0.41 0.08

Record 2
6
Properties=species:S:1:pos:R:3:forces:R:3 method="wB97M-V/def2-TZVPD" spin_multiplicity=1 relative_energy_kcal_mol=73.5 smiles="O=C1OSC1=O" gap_ha=0.3458 fmax_ha_per_bohr=0.0641
C 0.218 0.825 -0.061 -0.49 -3.24 -0.33
C -0.522 -0.869 0.100 -0.14 2.65 -0.12
O 0.002 1.918 -0.395 -0.31 0.29 0.24
O -1.580 -1.335 0.013 -0.92 -0.45 -0.09
O 1.440 0.246 0.135 0.87 -0.83 0.55
S 1.080 -1.445 0.423 0.99 1.58 -0.24

Record 3
5
Properties=species:S:1:pos:R:3:forces:R:3 method="wB97M-V/def2-TZVPD" spin_multiplicity=1 relative_energy_kcal_mol=126.1 gap_ha="0.3596 / 0.2205" fmax_ha_per_bohr=0.0725
C -0.529 0.745 0.100 -0.93 1.24 -0.06
O -0.018 -0.271 0.731 1.04 -1.11 3.40
O -0.334 -0.332 -0.657 -0.29 -0.35 -3.15
Br -3.855 -0.521 -0.116 0.16 0.11 0.03
Br 0.330 2.423 0.026 0.02 0.10 -0.22

Record 4
40
Properties=species:S:1:pos:R:3:forces:R:3 method="wB97M-V/def2-TZVPD" spin_multiplicity=1 relative_energy_kcal_mol=30.1 smiles="O=C(NCc1ccccc1)N1CCN(CCO)CC1" gap_ha=0.3390 fmax_ha_per_bohr=0.0107
O 0.891 -1.611 0.316 0.15 -0.39 0.10
C 0.543 -0.457 0.139 -0.05 0.29 -0.09
N 0.744 0.516 1.083 -0.11 0.25 0.10
H 0.738 1.478 0.785 -0.02 -0.10 -0.08
C 1.593 0.242 2.230 -0.07 -0.12 0.09
C 2.992 0.763 2.027 -0.06 0.03 0.08
C 3.800 0.198 1.047 0.02 -0.01 0.00
C 5.074 0.687 0.822 0.00 -0.06 -0.06
C 5.555 1.745 1.577 0.08 0.09 0.04
C 4.756 2.312 2.555 0.12 0.09 0.01
C 3.479 1.826 2.776 -0.07 -0.10 0.00
H 2.858 2.271 3.541 -0.07 0.03 0.07
H 5.127 3.136 3.147 0.03 0.06 0.04
H 6.551 2.125 1.404 0.08 0.03 -0.01
H 5.695 0.241 0.060 0.05 -0.04 -0.06
H 3.421 -0.630 0.466 -0.05 -0.11 -0.08
H 1.606 -0.845 2.346 -0.05 0.19 0.09
H 1.138 0.697 3.115 0.11 -0.10 -0.03
N -0.060 -0.051 -1.031 0.07 -0.10 -0.19
C -0.960 1.076 -1.145 -0.32 0.21 0.26
H -0.893 1.450 -2.171 -0.02 0.06 0.12
C -2.402 0.629 -0.871 0.21 0.17 -0.11
N -2.757 -0.396 -1.830 0.05 -0.01 -0.04
C -4.169 -0.703 -1.911 -0.21 -0.14 0.28
H -4.693 0.244 -2.062 -0.04 -0.01 -0.03
C -4.803 -1.436 -0.708 0.07 0.48 -0.21
O -4.734 -2.838 -0.803 0.19 -0.51 -0.05
H -3.811 -3.114 -0.793 -0.09 0.02 0.04
H -4.347 -1.085 0.228 -0.09 0.03 -0.04
H -5.870 -1.208 -0.672 0.08 0.06 0.04
H -4.324 -1.322 -2.801 -0.11 0.04 0.03
C -1.880 -1.544 -1.700 0.26 0.15 -0.23
H -1.914 -1.989 -0.689 -0.02 -0.06 -0.01
C -0.438 -1.100 -1.960 0.03 -0.49 0.07
H -0.349 -0.705 -2.975 -0.05 -0.05 0.02
H 0.245 -1.938 -1.823 -0.07 0.11 -0.10
H -2.170 -2.296 -2.437 -0.02 -0.05 0.03
H -2.463 0.276 0.174 -0.03 0.06 -0.03
H -3.081 1.475 -0.994 0.00 0.01 0.04
H -0.689 1.881 -0.463 0.01 -0.01 -0.08

Record 5
111
Properties=species:S:1:pos:R:3:forces:R:3 method="wB97M-V/def2-TZVPD" charge=+1 spin_multiplicity=1 relative_energy_kcal_mol=31.4 gap_ha="0.1850 / 0.2225" fmax_ha_per_bohr=0.0048
Tl 0.448 -0.242 0.094 0.05 0.04 0.06
C 3.525 1.745 1.494 0.04 0.03 0.02
C 2.680 2.974 1.180 0.01 -0.05 0.00
C 2.457 3.837 2.418 -0.03 -0.01 0.00
P 1.119 2.523 0.286 -0.18 0.17 0.00
C 1.043 3.694 -1.128 -0.07 -0.06 -0.05
C 1.225 5.160 -0.734 0.05 0.04 0.02
C 2.057 3.260 -2.187 0.02 -0.02 0.00
C -0.330 2.828 1.284 0.10 -0.12 0.13
C -1.404 3.615 0.893 -0.05 0.04 -0.03
C -2.581 3.651 1.628 0.03 0.03 -0.02
C -3.759 4.450 1.164 0.01 0.00 0.01
C -2.670 2.879 2.805 0.01 0.00 0.03
C -1.645 2.079 3.219 0.02 0.04 0.00
C -0.446 1.992 2.448 -0.02 0.03 -0.06
N 0.520 1.092 2.626 0.00 -0.03 0.02
C 0.615 0.385 3.827 0.02 0.00 -0.07
C 0.616 1.076 5.046 -0.02 -0.01 0.03
C 0.731 0.405 6.246 0.00 0.00 -0.01
C 0.828 -0.985 6.285 0.00 0.00 0.00
C 0.948 -1.717 7.592 0.00 -0.01 0.00
C 0.840 -1.665 5.075 0.00 0.02 0.01
C 0.777 -1.014 3.841 -0.01 0.03 -0.03
P 0.812 -1.990 2.303 -0.02 -0.03 -0.06
C -0.389 -3.357 2.583 0.01 -0.03 0.01
C -1.807 -2.789 2.621 0.01 0.03 0.01
C -0.227 -4.420 1.494 -0.01 -0.01 0.03
C 2.471 -2.799 2.212 -0.02 -0.01 0.02
C 2.818 -3.739 3.365 0.00 0.00 -0.01
C 3.562 -1.748 2.032 0.02 0.03 0.03
H 4.472 2.052 1.943 0.01 0.00 0.00
H 3.003 1.101 2.199 0.01 -0.01 0.00
H 3.751 1.168 0.595 -0.01 0.00 -0.01
H 3.210 3.571 0.431 -0.01 -0.01 0.00
H 1.972 3.262 3.207 -0.02 0.00 0.00
H 3.422 4.173 2.801 0.01 0.01 0.00
H 1.847 4.716 2.208 0.00 -0.01 0.00
H 0.037 3.560 -1.537 0.07 -0.03 0.02
H 2.241 5.364 -0.390 -0.01 -0.03 0.00
H 1.050 5.793 -1.607 0.00 0.00 0.01
H 0.536 5.468 0.052 -0.01 0.02 0.00
H 3.082 3.357 -1.821 0.00 0.02 0.01
H 1.894 2.225 -2.487 0.00 0.02 0.00
H 1.969 3.891 -3.074 -0.01 0.01 0.00
H -1.352 4.201 -0.015 0.02 0.00 0.01
H -3.506 5.079 0.313 0.00 0.01 0.00
H -4.563 3.777 0.858 0.01 -0.01 -0.01
H -4.145 5.084 1.964 0.00 0.00 0.00
H -3.594 2.899 3.371 0.00 -0.01 0.00
H -1.766 1.443 4.083 0.01 -0.01 0.01
H 0.532 2.155 5.033 0.00 0.00 0.00
H 0.735 0.968 7.172 0.00 0.00 0.00
H 0.294 -1.283 8.347 0.00 0.00 0.00
H 0.690 -2.770 7.481 0.00 0.00 0.00
H 1.970 -1.664 7.973 0.00 0.00 0.00
H 0.904 -2.746 5.101 0.01 0.00 0.00
H -0.164 -3.809 3.553 0.00 0.01 -0.01
H -2.080 -2.343 1.664 -0.01 0.01 -0.02
H -2.515 -3.588 2.850 0.00 0.01 -0.01
H -1.912 -2.016 3.384 0.00 -0.01 0.00
H -0.230 -3.971 0.499 0.00 0.01 -0.02
H 0.701 -4.981 1.601 0.01 -0.01 0.01
H -1.054 -5.130 1.548 0.00 0.00 0.00
H 2.398 -3.381 1.286 0.00 -0.01 0.00
H 3.001 -3.178 4.281 0.00 0.01 0.00
H 2.040 -4.478 3.561 -0.01 -0.01 -0.01
H 3.735 -4.281 3.126 0.00 0.00 -0.01
H 3.639 -1.117 2.921 -0.01 0.01 -0.02
H 4.527 -2.235 1.889 0.00 0.00 -0.01
H 3.376 -1.106 1.170 -0.01 -0.02 0.01
O -0.223 -2.163 -1.395 -0.01 0.02 -0.02
S -1.646 -2.682 -1.472 -0.02 0.03 0.04
C -2.534 -1.592 -2.607 0.00 0.00 -0.01
C -1.769 -1.283 -3.879 0.00 0.01 -0.02
C -2.418 -0.169 -4.708 0.01 0.01 0.02
C -2.668 1.152 -3.986 0.02 -0.05 0.02
S -1.237 2.031 -3.310 0.04 -0.08 0.12
O -0.560 1.145 -2.302 -0.04 -0.04 -0.05
C -0.203 2.009 -4.766 -0.01 0.03 -0.06
C 0.843 1.106 -4.857 0.01 0.01 0.00
C 1.646 1.118 -5.989 0.01 0.00 0.00
C 1.400 2.026 -7.009 0.00 0.00 -0.01
C 0.354 2.934 -6.902 -0.01 0.00 0.01
C -0.449 2.934 -5.772 0.01 -0.02 -0.01
C -1.542 -4.131 -2.508 -0.01 0.00 -0.01
C -0.344 -4.457 -3.122 0.00 0.01 0.00
C -0.287 -5.593 -3.917 0.00 -0.01 0.00
C -1.414 -6.384 -4.086 0.01 0.00 0.00
C -2.606 -6.052 -3.454 -0.01 0.00 0.01
C -2.672 -4.924 -2.651 0.01 -0.01 -0.01
H -2.716 -0.701 -2.009 0.01 0.01 0.00
H -3.496 -2.079 -2.791 0.01 -0.02 0.01
H -1.708 -2.182 -4.497 0.01 0.01 -0.01
H -0.752 -1.004 -3.607 0.02 0.02 0.01
H -3.388 -0.511 -5.079 -0.01 0.00 0.01
H -1.802 0.011 -5.591 -0.01 0.00 0.01
H -3.330 1.055 -3.124 0.00 0.02 0.00
H -3.124 1.882 -4.660 -0.01 -0.01 -0.03
H 1.025 0.418 -4.041 -0.01 0.00 0.00
H 2.467 0.418 -6.073 0.00 0.00 0.00
H 2.031 2.034 -7.888 0.00 0.00 0.00
H 0.170 3.648 -7.694 0.00 0.00 0.00
H -1.257 3.650 -5.673 0.00 0.00 0.00
H 0.520 -3.824 -2.968 0.00 0.00 0.00
H 0.641 -5.862 -4.404 0.00 0.00 0.00
H -1.364 -7.269 -4.707 0.00 0.00 0.00
H -3.480 -6.677 -3.577 0.00 0.00 0.00
H -3.593 -4.669 -2.138 0.00 0.00 0.00
O -3.226 1.494 -0.688 -0.02 -0.05 0.00
C -2.489 0.755 -0.113 -0.02 0.05 -0.02
N -1.787 -0.019 0.467 0.03 -0.03 -0.04